1 | DFT (ωB97M-V/def2-TZVPD) results for C16H24ClNO in the gas phase.

```
43
Properties=species:S:1:pos:R:3
C -3.4365 -2.3668 -0.5275
C -2.2810 -1.7175 0.2390
C -1.7023 -2.7346 1.2345
C -1.1779 -1.2404 -0.7420
C -0.8189 0.2498 -0.5907
C -1.9168 1.0991 -1.2661
C -1.8281 2.6337 -1.1243
N -2.5178 3.2253 0.0061
C 0.5197 0.5294 -1.3272
C 1.7198 -0.1825 -0.7785
C 2.0566 -1.4547 -1.2346
C 3.1401 -2.1486 -0.7278
C 3.9325 -1.5726 0.2496
C 3.6480 -0.2944 0.6937
C 2.5578 0.3881 0.1782
Cl 2.2924 2.0083 0.7398
C -0.6898 0.5289 0.9102
C -1.9878 0.1850 1.6617
O -2.8754 -0.6226 0.9248
H -4.1998 -2.6978 0.1716
H -3.8839 -1.6441 -1.2046
H -3.0795 -3.2197 -1.0977
H -0.8263 -2.3362 1.7407
H -2.4529 -2.9860 1.9807
H -1.4134 -3.6408 0.7087
H -1.4971 -1.4262 -1.7690
H -0.2827 -1.8337 -0.5564
H -1.8987 0.8578 -2.3325
H -2.8870 0.7822 -0.8788
H -2.2737 3.0795 -2.0194
H -0.7899 2.9679 -1.0782
H -2.0773 2.9663 0.8807
H -3.4800 2.9045 0.0371
H 0.7107 1.6018 -1.3011
H 0.3863 0.2348 -2.3705
H 1.4608 -1.9011 -2.0174
H 3.3684 -3.1358 -1.1004
H 4.7784 -2.1061 0.6550
H 4.2709 0.1807 1.4356
H -0.4237 1.5699 1.0869
H 0.1255 -0.0864 1.2976
H -1.7456 -0.2927 2.6228
H -2.5704 1.0841 1.8817
```

Computed properties:
Multiplicity: 1
SMILES: CC1(C)C[C@](CCN)(Cc2ccccc2Cl)CCO1
HOMO in eV: -9.045
Orbital gap in Ha: 0.359

Mulliken atomic charge list, values in e, 8 entries: -1.8121, 1.9531, -1.9734, -1.8437, 2.9598, -1.1071, -0.9371, -0.6451

2 | DFT (ωB97M-V/def2-TZVPD) results for a molecular structure, C16H24ClNO.

```
43
Properties=species:S:1:pos:R:3
C 3.9532 2.5597 -4.0445
C 4.2197 1.9414 -2.7074
C 3.0628 1.3310 -1.9104
C 2.1129 2.5834 -1.5621
C 0.9010 2.1603 -0.8001
C 1.5503 1.9383 0.7844
H 1.9090 2.9696 1.3165
C 0.4408 1.1620 1.5570
N -0.0083 -0.1041 1.0736
C 0.7894 -1.0684 1.0600
O 2.1516 -1.1635 1.4677
C 0.4481 -2.4113 0.2090
H -0.6011 -2.7402 0.7489
H 1.2358 -3.0765 0.2445
Cl -0.3212 -1.9325 -1.3968
C -1.3532 -0.1293 1.0921
C -2.2348 0.6691 0.1335
C -3.4806 0.4524 0.0287
C -4.2228 -0.6994 0.7937
C -3.3976 -1.2803 1.8258
C -2.1073 -1.1324 1.7411
H -1.3660 -1.6534 2.6848
C -4.1272 -2.3479 2.6641
H -4.9854 -1.7841 3.1330
H -4.4857 -3.3787 1.8303
H -3.6409 -2.6602 3.4585
H -5.3481 -0.5193 0.6604
H -4.0126 0.7830 -0.7278
H -1.5398 1.3319 -0.4808
H -0.4334 1.9259 1.8110
H 0.9002 0.9512 2.6525
H 2.3621 1.1394 0.6446
H 0.2575 2.7750 -0.5922
H 0.6132 1.2577 -1.1230
H 1.7254 3.0925 -2.4763
H 2.8160 3.2068 -0.9619
H 2.5382 0.6615 -2.7062
H 3.6221 1.0560 -0.8462
H 4.8994 2.7492 -2.1849
H 5.2407 1.1465 -2.8617
H 3.3638 1.8948 -4.5474
H 5.0837 2.9005 -4.5459
H 3.4117 3.5243 -4.0723
```

Computed properties:
Multiplicity: 1
HOMO in eV: -8.617
Orbital gap in Ha: 0.308

Mulliken atomic charge list, values in e, 8 entries: -1.2047, -0.4949, -0.0302, -0.8356, -1.0504, -0.4417, 0.2738, -0.9148

Top of the stability list: 1, leading by 0.4153 hartree.

1 | DFT (ωB97M-V/def2-TZVPD) results for C5H7NS in the gas phase.

```
14
Properties=species:S:1:pos:R:3
C -1.2836 0.2442 -2.0460
C -0.5042 0.1025 -0.7241
N -0.9890 0.1379 0.4353
C -0.4360 -0.0081 1.6977
C 0.8871 0.0588 1.8870
C 1.8032 -0.0744 0.5949
S 1.1633 -0.1460 -1.3095
H -2.3462 -0.1457 -1.8271
H -0.8641 -0.4826 -2.6388
H -1.2549 1.3340 -2.2435
H -1.0355 -0.0618 2.5840
H 1.3368 0.0984 2.7877
H 2.4457 -1.0471 0.4954
H 2.4600 0.6926 0.6668
```

Computed properties:
Multiplicity: 1
SMILES: CC1=NC=CCS1
HOMO in eV: -8.406
Orbital gap in Ha: 0.334

Mulliken atomic charge list, values in e, 8 entries: -1.1446, 0.6626, -0.5761, -0.1867, -0.4132, -0.7280, -0.1498, 0.2571

2 | DFT (ωB97M-V/def2-TZVPD) results for a molecular structure, C5H7NS.

```
14
Properties=species:S:1:pos:R:3
C -1.0992 -0.8601 -0.4485
C -0.8117 0.1045 0.6951
C 0.5881 -0.0246 1.2050
C 1.3675 -0.0228 -0.2140
C 0.0260 -0.1405 -1.1703
H -1.7675 0.3069 1.4439
H 0.6904 -0.8621 1.9296
H 1.1042 0.7561 1.8127
H 2.4856 -0.8863 -0.3428
H 1.6497 1.1616 -0.5074
H 0.2885 -0.4523 -2.2757
H -1.3346 1.4601 -1.0279
N -0.5666 1.1138 -0.5259
S -2.6204 -1.6541 -0.5737
```

Computed properties:
Multiplicity: 1
HOMO in eV: -8.530
Orbital gap in Ha: 0.311

Mulliken atomic charge list, values in e, 8 entries: -0.0948, 0.0497, -0.6029, -0.5501, -0.0985, 0.3253, 0.3076, 0.2663

3 | DFT (ωB97M-V/def2-TZVPD) results for C5H7NS in the gas phase.

```
14
Properties=species:S:1:pos:R:3
C 1.4461 0.4476 -2.0494
C 1.5514 1.2082 -0.9488
C 0.7545 0.9871 0.2276
N -0.2702 0.2615 0.1689
C -1.3638 -0.0850 0.8486
C -1.4395 -1.5255 1.1965
S -2.6626 0.9189 0.9240
H 0.7310 -0.3307 -2.0310
H 2.3291 0.3291 -2.6676
H 2.3353 1.8986 -0.8593
H 1.0568 1.4401 1.1463
H -0.9390 -1.7801 2.1206
H -0.9946 -2.0879 0.4623
H -2.5345 -1.6818 1.4614
```

Computed properties:
Multiplicity: 1
SMILES: C=C/C=N/C(C)=S
HOMO in eV: -8.268
Orbital gap in Ha: 0.291

Mulliken atomic charge list, values in e, 8 entries: -0.6528, -0.3471, 0.0128, -0.2250, 0.2385, -0.9994, -0.3020, 0.3046

Top of the stability list: 3, leading by 0.0203 hartree.

1 | DFT (ωB97M-V/def2-TZVPD) results for C5H7NS in the gas phase.

```
14
Properties=species:S:1:pos:R:3
C -0.9820 0.3897 -1.8831
C 0.0778 0.2164 -1.0774
N -0.2291 0.2820 0.2910
C -0.5210 1.5416 0.7723
C -0.3988 2.5483 -0.0598
C 0.2776 -0.7386 1.0595
S 0.8466 -2.1081 0.4670
H -1.9817 0.7073 -1.5630
H -0.6008 0.1895 -2.9870
H 1.0309 -0.2037 -1.2818
H -0.8069 1.6365 1.7929
H 0.0491 2.7788 -1.0486
H -0.5750 3.4918 0.4848
H 0.2201 -0.5879 2.2246
```

Computed properties:
Multiplicity: 1
SMILES: C=CN(C=C)C=S
HOMO in eV: -8.328
Orbital gap in Ha: 0.324

Mulliken atomic charge list, values in e, 8 entries: -0.6620, -0.4528, 0.1036, 0.0664, -0.8734, -0.0053, -0.3479, 0.3192

2 | DFT (ωB97M-V/def2-TZVPD) results for C5H7NS in the gas phase.

```
14
Properties=species:S:1:pos:R:3
C -2.2086 -0.8081 -0.0046
C -0.7617 -0.1653 0.0597
C 0.4034 -0.8654 0.0090
C 1.5793 -0.0604 0.1259
S 3.2585 -0.5584 0.0317
C 1.0145 1.2516 0.2428
N -0.2883 1.1134 0.0281
H -2.8037 -0.3956 -0.7563
H -2.6339 -0.7231 1.0668
H -2.2223 -1.9294 -0.0622
H 0.3886 -1.9049 0.1483
H 3.5943 0.8031 -0.4779
H 1.4916 2.1936 0.0052
H -0.8116 2.0488 -0.4166
```

Computed properties:
Multiplicity: 1
SMILES: Cc1cc(S)c[nH]1
HOMO in eV: -7.642
Orbital gap in Ha: 0.309

Mulliken atomic charge list, values in e, 8 entries: -1.0197, 0.1668, -0.3757, 0.0771, -0.2813, -0.4683, -0.0985, 0.3228

Top of the stability list: 2, leading by 0.0323 hartree.

1 | DFT (ωB97M-V/def2-TZVPD) results for 3 unconnected molecules or ions with the total composition C20H22N2O5S.

```
50
Properties=species:S:1:pos:R:3
O -0.1172 -4.5479 -0.5943
C -0.4112 -3.4907 0.0002
C -1.7935 -3.2515 0.8150
C -2.4551 -1.9778 0.8211
C -1.7267 -0.8722 -0.1190
O -2.4417 -0.3637 -1.0044
C -0.1679 -0.8015 0.0842
C 0.5508 0.5376 0.2691
C -0.0201 1.9877 0.3783
C -1.3746 2.4230 -0.2856
S -2.7159 2.4390 1.0471
C -4.2280 1.6050 0.4601
N -4.7299 1.8467 -0.8737
N -5.8349 1.0687 -1.0647
C -6.0180 0.3389 0.1529
O -5.0386 0.6418 1.1604
C 2.1223 0.4023 0.4228
C 2.8723 -0.9408 0.4028
C 2.1005 -2.2941 0.2684
C 0.5649 -2.2019 0.1052
H -2.2425 -4.0957 1.4305
H -3.4171 -1.7779 1.3944
H 0.8029 2.7084 -0.0057
H -0.0816 2.2418 1.5082
H -1.7002 1.9329 -1.2539
H -1.2735 3.5481 -0.5458
H -6.8615 -0.4306 0.2752
H 2.7503 1.3487 0.5620
H 3.9994 -1.0026 0.5319
H 2.6043 -3.3264 0.2880
C -0.2702 6.4290 3.2623
C 0.0734 5.3115 2.3146
C 1.5253 5.1275 1.9592
O -0.7905 4.5854 1.8541
H -1.3495 6.4435 3.4282
H 0.2292 6.2705 4.2205
H 0.0309 7.3867 2.8324
H 2.1039 4.9116 2.8599
H 1.9056 6.0277 1.4719
H 1.6258 4.2876 1.2694
C 3.4876 -4.7831 -4.4261
C 3.6474 -4.9000 -2.9333
C 2.4631 -5.3929 -2.1464
O 4.6944 -4.6067 -2.3844
H 4.4193 -4.4162 -4.8621
H 3.2627 -5.7626 -4.8537
H 2.6891 -4.0758 -4.6601
H 2.1928 -6.3996 -2.4725
H 1.6199 -4.7130 -2.2789
H 2.7218 -5.4264 -1.0860
```

Computed properties:
Multiplicity: 1
SMILES: O=C1C=CC(=O)c2c(CCSc3nnco3)cccc21.CC(C)=O.CC(C)=O
HOMO in eV: -8.529
Orbital gap in Ha: 0.277

Mulliken atomic charge list, values in e, 8 entries: -0.4986, 0.3341, -0.5548, -0.2875, 0.2448, -0.5112, 0.3665, 0.3565

2 | DFT (ωB97M-V/def2-TZVPD) results for C20H22N2O5S in the gas phase.

```
50
Properties=species:S:1:pos:R:3
C -0.9645 2.2580 -0.5875
C 0.3538 2.1205 0.1409
O 0.6325 2.6988 1.1610
N 1.2126 1.2636 -0.5059
C 2.3949 0.7587 0.0547
C 3.3362 1.4673 0.7110
C 3.4504 2.9007 0.8720
C 2.9694 3.8050 -0.0772
C 3.1227 5.1641 0.1088
C 3.7489 5.6489 1.2457
C 4.2444 4.7624 2.1882
C 4.1101 3.4020 1.9971
C 2.5625 -0.7078 -0.0382
O 3.4610 -1.3465 0.4491
O 1.5642 -1.2670 -0.7590
C 1.5244 -2.6832 -0.8434
C 0.0917 -3.1357 -0.8943
C -0.2472 -4.3407 -1.5019
C -1.5648 -4.7636 -1.5515
C -2.5680 -3.9758 -1.0083
C -2.2248 -2.7794 -0.4107
S -3.4868 -1.7339 0.3128
O -3.0572 -1.3161 1.6113
O -4.7641 -2.3788 0.1881
N -3.4212 -0.3632 -0.7006
C -4.2291 0.6955 -0.1199
C -3.8338 -0.7163 -2.0418
C -0.9138 -2.3564 -0.3358
H -1.5191 1.3221 -0.5261
H -0.7973 2.5018 -1.6343
H -1.5466 3.0459 -0.1187
H 0.8121 0.6775 -1.2260
H 4.1084 0.8727 1.1841
H 2.4979 3.4361 -0.9753
H 2.7479 5.8527 -0.6347
H 3.8548 6.7135 1.3937
H 4.7397 5.1358 3.0726
H 4.4945 2.7114 2.7334
H 2.0656 -3.0043 -1.7416
H 2.0414 -3.1041 0.0303
H 0.5301 -4.9533 -1.9343
H -1.8107 -5.7045 -2.0191
H -3.6057 -4.2682 -1.0326
H -3.8911 0.8405 0.9032
H -4.0857 1.6118 -0.6914
H -5.2924 0.4322 -0.1127
H -4.8589 -1.1030 -2.0585
H -3.1594 -1.4830 -2.4197
H -3.7687 0.1650 -2.6787
H -0.6947 -1.4266 0.1634
```

Computed properties:
Multiplicity: 1
SMILES: CC(=O)N/C(=C\c1ccccc1)C(=O)OCc1cccc(S(=O)(=O)N(C)C)c1
HOMO in eV: -8.428
Orbital gap in Ha: 0.313

Mulliken atomic charge list, values in e, 8 entries: -0.8733, 0.6082, -0.5966, -0.0194, -0.0336, -0.6318, 0.8025, -0.0661

Top of the stability list: 2, leading by 0.3374 hartree.

1 | DFT (ωB97M-V/def2-TZVPD) results for 2 unconnected molecules or ions with the total composition C4H13NO.

```
19
Properties=species:S:1:pos:R:3
C 0.4940 1.4993 -0.5170
N 0.6758 0.2044 0.0490
C 0.9541 -0.8331 -1.0128
C 1.3029 -2.1689 -0.2840
C -0.6572 2.1370 0.4722
H 1.2858 2.2435 -0.3511
H 0.0441 1.4898 -1.4958
H 1.3893 0.3254 0.7691
H 0.0657 -1.0959 -1.5732
H 1.8790 -0.5728 -1.4922
H 2.2313 -2.0607 0.2810
H 0.5026 -2.3963 0.4231
H 1.4681 -2.9029 -1.0551
H -0.4685 3.2105 0.4533
H -0.4193 1.9277 1.5030
H -1.6236 1.8228 0.1244
H -2.3982 -1.1304 0.2195
H -1.5656 -0.6656 1.4335
O -2.4429 -0.6389 1.0246
```

Computed properties:
Multiplicity: 2
HOMO (spin up / spin down) in eV: -15.254 / -15.231
Charge: +1
Orbital gap (spin up / spin down) in Ha: 0.441 / 0.258

Mulliken atomic charge list, values in e, 8 entries: -0.3636, 0.0281, -0.3361, -1.2727, -1.0827, 0.3068, 0.3674, 0.3546

2 | DFT (ωB97M-V/def2-TZVPD) results for 2 unconnected molecules or ions with the total composition C4H13NO.

```
19
Properties=species:S:1:pos:R:3
C -0.1776 -0.0475 1.2615
C 0.5103 -0.1495 -0.1364
C 2.0068 0.0013 0.0508
C 0.1986 -1.5165 -0.8098
N -1.5488 -0.4028 1.2954
H -0.0774 0.9578 1.6915
H 0.5565 -0.6377 1.8223
H 0.1815 0.6483 -0.8040
H 2.5569 -0.8641 0.4256
H 2.2587 0.7991 0.7662
H 2.5488 0.3463 -0.8296
H -0.5379 -1.4138 -1.6046
H 1.0937 -1.7720 -1.3844
H 0.0022 -2.3616 -0.1567
H -2.0626 0.1566 0.6050
H -1.7711 -1.3946 1.3619
H -1.4444 2.7373 -1.7979
H -2.5273 2.1570 -0.8727
O -1.7670 2.7564 -0.8841
```

Computed properties:
Multiplicity: 2
HOMO (spin up / spin down) in eV: -15.357 / -15.354
Charge: +1
Orbital gap (spin up / spin down) in Ha: 0.436 / 0.246

Mulliken atomic charge list, values in e, 8 entries: -0.9901, 1.0042, -1.6581, -1.3485, -0.0490, 0.3575, 0.4365, 0.1908

Top of the stability list: 2, leading by 0.0150 hartree.